[1]
DFT (ωB97M-V/def2-TZVPD) results for a molecular structure, C11H25N2O9V in a non-equilibrium geometry.

Structure (XYZ):
```
48
Properties=species:S:1:pos:R:3:lowdin_charge:R:1
O -1.82297 -2.51167 -0.01340 -0.30
V -0.76725 -1.39955 0.40460 0.95
O -1.61721 -0.06927 0.46379 -0.32
O 3.07611 -1.96782 1.50777 0.13
C 1.82933 -1.73528 1.04716 -0.77
O 1.26253 -0.64187 1.34750 -0.07
O 1.23082 -2.51372 0.27024 -0.03
H 3.17086 -1.16563 2.04540 0.12
C -1.79685 3.26622 -0.27422 -0.10
O -0.68848 4.13849 -0.36696 -0.20
C -0.20806 4.34503 -1.68274 -0.20
C 0.28007 3.13963 -2.46129 -0.23
O 1.50224 2.59930 -2.03122 -0.17
C 1.36272 1.74710 -0.90648 -0.10
H -2.59129 3.53792 -0.98083 0.09
H -2.14771 3.36336 0.74922 0.09
H -1.48886 2.23506 -0.46460 0.05
H 0.56244 5.11453 -1.65191 0.13
H -1.05274 4.78346 -2.24856 0.12
H 0.54206 3.56022 -3.44136 0.13
H -0.49858 2.39366 -2.66575 0.13
H 1.08719 2.30850 -0.00201 0.10
H 2.29706 1.28073 -0.60038 0.09
H 0.56138 1.02133 -1.07153 0.05
C 0.32805 -1.11423 -2.83473 -0.28
O -0.49654 -1.14997 -1.92808 -0.05
N 0.83098 -2.20898 -3.39196 -0.17
C 1.69414 -2.17695 -4.53879 -0.05
C 0.40332 -3.51709 -2.97574 -0.02
H 0.71444 -0.18943 -3.28601 0.15
H 1.20462 -2.55114 -5.43480 0.09
H 2.60059 -2.75069 -4.31095 0.10
H 2.15045 -1.20027 -4.71553 0.09
H 1.22512 -4.03062 -2.48104 0.10
H -0.52935 -3.50644 -2.42047 0.09
H 0.12098 -4.11041 -3.85556 0.10
C -1.19415 -1.98354 3.76866 -0.27
O -1.03626 -2.04083 2.55957 -0.02
N -1.22834 -0.85399 4.46575 -0.17
C -1.51956 -0.86462 5.90686 -0.03
C -0.88027 0.44844 3.93664 -0.02
H -1.39391 -2.85382 4.40830 0.15
H -2.15715 -1.70737 6.15334 0.09
H -1.94831 0.09254 6.18085 0.09
H -0.56054 -0.96761 6.42382 0.10
H -1.72084 1.14963 3.93958 0.10
H -0.09534 0.86369 4.57060 0.10
H -0.59690 0.39395 2.88725 0.06
```

The calculation puts the lowest unoccupied orbital energy at 0.16 eV. The value obtained for the HOMO-LUMO gap is 9.09 eV.


[2]
DFT (ωB97M-V/def2-TZVPD) results for a gas-phase ion, C3H7N2O3 (charge -1) in a non-equilibrium geometry.

Structure (XYZ):
```
15
Properties=species:S:1:pos:R:3:lowdin_charge:R:1
C -0.12109 -1.50877 -0.34078 -0.11
C 0.38685 1.48323 1.08716 -0.12
C -0.12721 -0.98465 1.00663 -0.29
N 1.09607 0.17166 0.98012 -0.27
N -1.39368 -0.44825 1.51049 -0.40
O 1.72578 0.00934 -0.15887 -0.33
O -1.66041 -0.67779 2.69942 -0.02
O -2.10784 0.19908 0.68470 -0.04
H -0.43158 -0.64308 -0.99757 0.10
H 0.92835 -1.69834 -0.63750 0.08
H -0.66953 -2.44982 -0.39236 0.07
H -0.26812 1.37994 1.86182 0.02
H 0.99898 2.40792 0.98094 0.08
H -0.28122 1.56680 0.17583 0.08
H 0.28562 -1.63900 1.81250 0.14
```

The energy above the lowest of the compared OMol25 structures with the same formula, charge and spin is 8.991 eV. As for the net charge: -1. The calculation puts the lowest unoccupied orbital energy (alpha / beta) at 4.13 / 4.13 eV. The value obtained for the HOMO-LUMO gap (alpha / beta) is 6.35 / 6.35 eV.


[3]
DFT (ωB97M-V/def2-TZVPD) results for a molecular structure, C7H9NO in a non-equilibrium geometry.

Structure (XYZ):
```
18
Properties=species:S:1:pos:R:3:lowdin_charge:R:1
C 0.76243 -0.15143 -1.62212 -0.09
C -0.34367 -1.25154 -0.29663 -0.31
C 0.50562 -0.93593 1.01745 -0.06
C 0.25453 0.17528 1.83074 -0.15
C -0.29195 1.45439 1.52456 -0.12
C -0.82012 1.98256 0.29244 -0.02
C -0.69446 -0.04717 -1.22225 -0.29
H 0.90153 0.19951 -2.70000 0.13
H 1.33318 0.31968 -0.93757 0.06
H 1.60747 -1.93873 -0.86865 0.10
H -1.23019 -1.97055 0.01111 0.17
H 0.96259 -1.78598 1.52146 0.09
H 0.76693 -0.20368 2.89720 0.15
H -0.23984 2.14098 2.46940 0.12
H -1.43421 2.97357 0.26483 0.13
H -1.32240 -0.41180 -2.12443 0.18
N 0.66236 -1.70328 -1.22095 0.00
O -1.37980 1.15413 -0.83659 -0.10
```

The energy above the lowest of the compared OMol25 structures with the same formula, charge and spin is 5.821 eV. The calculation puts the lowest unoccupied orbital energy at 0.02 eV. The value obtained for the HOMO-LUMO gap is 8.31 eV.


[4]
DFT (ωB97M-V/def2-TZVPD) results for a single C4H9NOS molecule in a non-equilibrium geometry.

Structure (XYZ):
```
16
Properties=species:S:1:pos:R:3:lowdin_charge:R:1
C -0.06601 -0.16506 -0.45980 -0.50
C 0.77251 -1.08169 -1.28534 -0.06
C -1.55695 -0.17688 -0.55944 -0.06
C 0.07652 0.46411 1.98070 -0.13
N 0.60690 0.39275 0.64690 -0.38
O 2.26202 1.85018 -0.77257 -0.56
S 0.86501 1.81476 -0.37499 0.94
H 1.77657 -0.66932 -1.38213 0.07
H 0.35410 -1.23709 -2.27718 0.08
H 0.85479 -2.05251 -0.79396 0.09
H -1.98248 0.68529 -0.05126 0.08
H -1.96375 -1.08224 -0.10005 0.09
H -1.87695 -0.16130 -1.59858 0.08
H -0.15251 -0.54069 2.33875 0.09
H 0.85848 0.88434 2.61244 0.08
H -0.82825 1.07536 2.07650 0.07
```

The energy above the lowest of the compared OMol25 structures with the same formula, charge and spin is 2.794 eV. The calculation puts the lowest unoccupied orbital energy (alpha / beta) at 0.58 / 0.58 eV. The value obtained for the HOMO-LUMO gap (alpha / beta) is 8.62 / 8.62 eV.


[5]
DFT (ωB97M-V/def2-TZVPD) results for a molecular structure, C28H23BF4I2NO3RuSi in a non-equilibrium geometry.

Structure (XYZ):
```
64
Properties=species:S:1:pos:R:3:lowdin_charge:R:1
Ru 0.45832 -1.32015 -0.32272 1.72
I 5.80415 -1.90466 -0.38395 0.96
C 4.43252 -1.90055 1.15264 -0.66
C 4.90892 -2.20828 2.48420 -0.22
C 4.07144 -2.40434 3.54835 -0.68
I 4.95668 -2.74890 5.39414 0.94
C 2.65086 -2.18777 3.34886 -0.20
C 1.76947 -2.42343 4.40386 -0.01
C 0.40156 -2.07361 4.20999 0.00
C 0.03025 -1.70755 2.91512 -0.11
N 0.84588 -1.70311 1.86078 0.01
C 2.17265 -1.95653 2.04756 -0.15
C 3.06154 -1.78589 0.91515 -0.44
O 2.47741 -1.54610 -0.21474 -0.23
H 5.94887 -2.34910 2.70377 0.06
H 2.01278 -2.92591 5.32381 0.07
H -0.36870 -2.27693 4.89308 0.09
H -0.97168 -1.47014 2.66889 0.10
F 1.07852 -2.61807 -4.60410 0.17
B 0.19749 -2.78362 -3.56765 -1.19
F 0.31978 -4.05349 -2.96457 0.13
F -1.14771 -2.53195 -3.74334 0.15
F 0.60876 -1.79584 -2.54151 -0.04
C -1.53281 -3.74371 -0.09409 -0.10
O -0.19482 -3.50692 -0.55646 -0.23
H -1.48621 -4.63523 0.52392 0.08
H -2.18505 -3.93824 -0.95571 0.10
H -1.90749 -2.82818 0.45824 0.08
H -0.12577 -3.68774 -1.53788 0.05
O -1.24047 -0.38565 -0.37266 -0.45
Si -1.23647 1.18880 -0.81550 0.52
C 0.60754 1.56600 -0.48014 -0.26
C 1.67134 1.59587 -1.38117 -0.10
C 3.01292 1.48423 -1.00272 -0.07
C 3.32853 1.26041 0.31794 -0.10
C 2.30872 1.39713 1.27532 -0.08
C 1.00353 1.51821 0.86841 -0.14
C -2.03096 1.54318 -2.53045 -0.19
C -3.27657 2.14949 -2.45244 -0.11
C -4.09106 2.17819 -3.55354 -0.10
C -3.63602 1.78461 -4.76320 -0.10
C -2.37513 1.25118 -4.88151 -0.09
C -1.57761 1.09251 -3.77723 -0.08
C -2.12737 2.36181 0.30854 -0.26
C -2.59433 1.95849 1.55579 -0.10
C -2.88260 2.91249 2.53187 -0.08
C -2.74434 4.25839 2.26948 -0.10
C -2.20924 4.68151 1.07193 -0.09
C -1.95862 3.76062 0.07329 -0.08
H 1.44909 1.84609 -2.41828 0.11
H 3.81689 1.51612 -1.75536 0.12
H 4.33859 1.03296 0.60404 0.09
H 2.59412 1.23466 2.31146 0.11
H 0.22657 1.49574 1.67016 0.12
H -3.71578 2.53241 -1.58530 0.08
H -5.14262 2.51297 -3.45121 0.12
H -4.42363 1.79754 -5.49046 0.10
H -2.14352 0.68876 -5.82031 0.13
H -0.64621 0.53887 -3.90833 0.11
H -2.72718 0.92844 1.71170 0.08
H -3.23729 2.53791 3.49482 0.11
H -2.95341 4.96902 3.04990 0.10
H -2.04813 5.75740 0.87768 0.12
H -1.62688 4.06961 -0.91816 0.11
```

Its expectation value of S² is 8.76. The energy above the lowest of the compared OMol25 structures with the same formula, charge and spin is 0.493 eV. The calculation puts the lowest unoccupied orbital energy (alpha / beta) at -1.05 / -2.32 eV. The value obtained for the HOMO-LUMO gap (alpha / beta) is 7.24 / 6.05 eV. As for the spin multiplicity: 6.


[6]
DFT (ωB97M-V/def2-TZVPD) results for a molecular structure, C40H52CrN8O2P2SeSi.

Structure (XYZ):
```
107
Properties=species:S:1:pos:R:3:lowdin_charge:R:1
Cr 0.03067 -1.14552 0.35711 0.41
C 2.72509 -3.27687 -4.25155 -0.06
C 2.91585 -4.18881 -3.21810 -0.06
C 2.17966 -4.07834 -2.05163 -0.02
C 1.27204 -3.03151 -1.92707 -0.24
C 1.07040 -2.11488 -2.94758 -0.05
C 1.79945 -2.25159 -4.11998 -0.05
N 0.49471 -2.88368 -0.73404 0.02
N 0.10776 -3.96838 -0.27437 0.14
C -0.76387 -3.86093 0.82589 -0.30
C -1.32478 -5.02882 1.30094 0.03
C -2.31044 -4.92973 2.27161 -0.02
C -2.70161 -3.67262 2.69179 0.00
C -2.07801 -2.55505 2.15868 -0.10
N -1.09682 -2.64017 1.26545 0.05
H 3.30001 -3.37044 -5.16380 0.11
H 3.63638 -4.98896 -3.32468 0.11
H 2.31582 -4.77463 -1.23516 0.11
H 0.34765 -1.32180 -2.82853 0.07
H 1.64764 -1.54467 -4.92412 0.11
H -1.00204 -5.97324 0.88700 0.13
H -2.77929 -5.81837 2.67185 0.12
H -3.49391 -3.54169 3.41469 0.12
H -2.39679 -1.56339 2.43469 0.08
O -3.26335 -0.88188 0.12198 0.03
C -2.60232 -0.32287 -0.74012 -0.69
O -1.33465 -0.54466 -0.95583 -0.29
C -3.21568 0.76614 -1.60800 -0.26
P -1.97347 2.04070 -2.11361 1.06
C -1.55349 1.52012 -3.82233 -0.36
C -1.71509 0.21174 -4.27154 -0.11
C -1.35864 -0.14142 -5.56744 -0.09
C -0.81729 0.80225 -6.42651 -0.09
C -0.64135 2.10685 -5.98422 -0.08
C -1.00875 2.46168 -4.69591 -0.09
C -3.05544 3.47339 -2.47417 -0.40
C -4.32854 3.36941 -3.03428 -0.09
C -5.08565 4.50412 -3.27904 -0.08
C -4.57721 5.76150 -2.97669 -0.08
C -3.31095 5.87996 -2.42522 -0.08
C -2.55981 4.73966 -2.16942 -0.12
H -4.00506 1.24597 -1.02943 0.09
H -3.69579 0.29676 -2.47057 0.09
H -2.13552 -0.54125 -3.61795 0.09
H -1.52168 -1.15652 -5.90923 0.11
H -0.54738 0.52886 -7.43847 0.10
H -0.22981 2.85473 -6.64998 0.11
H -0.88518 3.48909 -4.37239 0.10
H -4.73195 2.39762 -3.29423 0.11
H -6.07352 4.40916 -3.71185 0.11
H -5.16997 6.64622 -3.17036 0.11
H -2.91066 6.85706 -2.18724 0.10
H -1.57461 4.83167 -1.72475 0.09
C 2.88187 3.39438 0.19468 -0.01
N 3.60925 2.13494 0.10586 -0.11
C 4.95047 1.99917 0.39102 -0.02
C 5.29451 0.73840 0.06650 -0.02
N 4.16197 0.12255 -0.42365 -0.11
C 4.13442 -1.23183 -0.94970 0.00
C 3.11850 0.97791 -0.38406 -0.59
Se 1.35001 0.73204 -0.97517 0.83
H 3.27012 3.96545 1.03425 0.10
H 1.82817 3.18538 0.33917 0.03
H 3.00526 3.96143 -0.72654 0.11
H 5.53571 2.81031 0.78605 0.13
H 6.23871 0.22770 0.12872 0.13
H 5.15978 -1.55345 -1.11328 0.11
H 3.59314 -1.23655 -1.89022 0.08
H 3.65002 -1.90734 -0.25054 0.07
C 0.78131 -3.30725 3.99773 -0.16
Si 2.14983 -2.77879 2.81669 0.43
C 2.71082 -4.28415 1.83492 -0.17
C 3.62146 -2.20064 3.84991 -0.17
C 1.66630 -1.37162 1.68029 -0.35
H 1.22031 -3.77122 4.88419 0.04
H 0.10188 -4.03864 3.55461 0.01
H 0.18396 -2.45946 4.34047 0.01
H 3.02675 -5.08435 2.50958 0.04
H 3.57154 -4.03451 1.20653 0.03
H 1.93106 -4.69498 1.19062 0.00
H 4.56257 -2.58689 3.44938 0.03
H 3.55000 -2.53635 4.88708 0.03
H 3.69612 -1.11019 3.86104 0.02
H 2.56029 -1.21292 1.06992 -0.04
H 1.65943 -0.49154 2.33901 -0.02
C -0.14870 2.56096 4.33854 -0.18
N -0.99212 1.39781 4.61041 -0.14
C -2.39080 1.76962 4.39396 -0.18
N -2.65078 2.31825 3.06704 -0.14
C -1.76362 3.45782 2.84300 -0.17
N -0.34553 3.13012 3.00594 -0.14
C 0.11322 2.22573 1.95797 -0.33
P -0.78803 0.61092 1.96911 1.04
C -0.60685 0.25601 3.78702 -0.29
C -2.50892 1.31461 2.01661 -0.28
H 0.89926 2.27879 4.45949 0.13
H -0.38737 3.33143 5.07326 0.13
H -2.65814 2.52630 5.13306 0.13
H -3.02377 0.89419 4.55256 0.13
H -2.01556 4.23326 3.56798 0.13
H -1.93092 3.84971 1.83802 0.13
H 1.18270 2.03082 2.07168 0.08
H -0.05106 2.67646 0.97616 0.06
H 0.43476 0.00086 3.99223 0.08
H -1.20807 -0.60989 4.06975 0.08
H -3.24743 0.52265 2.14036 0.09
H -2.70052 1.78457 1.05045 0.09
```

Its expectation value of S² is 3.82. The energy above the lowest of the compared OMol25 structures with the same formula, charge and spin is 0.000 eV. As for the net charge: +1. The calculation puts the lowest unoccupied orbital energy (alpha / beta) at -3.81 / -4.01 eV. The value obtained for the HOMO-LUMO gap (alpha / beta) is 6.26 / 6.07 eV. As for the spin multiplicity: 4.